This record from the Open Molecules 2025 dataset describes C27H46N7O5P2S2Ti as an isolated structure. The level of theory is ωB97M-V/def2-TZVPD.

- E_HOMO (spin up / spin down) (eV) = -12.9 / -12.9
- frontier orbital gap (spin up / spin down) (eV) = 7.102 / 7.352
- total charge = +2
- 2S+1 = 2
- <S²> = 0.75

Geometry as XYZ:
```
90
Properties=species:S:1:pos:R:3:lowdin_charge:R:1
Ti 0.6415 0.1201 1.2715 1.08
C 0.0828 3.7602 4.7984 -0.03
C -0.5270 2.8775 3.7021 -0.36
C -1.4676 1.8315 4.2960 -0.05
C 0.5911 2.2771 2.8847 -0.21
C 1.4463 1.2925 3.3912 -0.02
C 2.5496 0.8333 2.6571 -0.04
C 2.8571 1.3742 1.3976 -0.28
C 4.1234 1.0340 0.6703 -0.01
C 1.9497 2.3007 0.8655 -0.04
C 0.8427 2.7329 1.5858 -0.02
H -0.7099 4.2519 5.3606 0.09
H 0.7334 4.5287 4.3810 0.09
H 0.6690 3.1595 5.4964 0.09
H -1.1034 3.5171 3.0285 0.13
H -0.9441 1.1908 5.0084 0.08
H -1.9067 1.2108 3.5142 0.05
H -2.2701 2.3275 4.8417 0.10
H 1.2462 0.8479 4.3576 0.14
H 3.1671 0.0339 3.0507 0.14
H 4.0277 1.2339 -0.3968 0.09
H 4.4130 0.0000 0.8328 0.07
H 4.9228 1.6754 1.0478 0.11
H 2.1049 2.6715 -0.1399 0.14
H 0.1486 3.4256 1.1258 0.13
C 1.3031 1.1663 -3.5150 -0.06
N 0.1635 0.2673 -3.3264 -0.29
C -0.6379 0.0117 -4.5253 -0.06
P -0.3241 -0.2252 -1.8770 0.53
O 0.6453 0.2150 -0.8050 -0.34
O -1.7365 0.5085 -1.5235 -0.23
P -2.2337 1.1387 -0.1399 0.50
O -1.3024 0.7737 0.9903 -0.33
N -3.6905 0.5284 0.1917 -0.28
C -4.8345 0.9148 -0.6349 -0.06
C -3.9994 -0.2428 1.3956 -0.06
N -2.2935 2.7267 -0.4767 -0.28
C -2.9731 3.5641 0.5190 -0.07
C -2.1991 3.3250 -1.8092 -0.06
N -0.7730 -1.7698 -1.9835 -0.26
C -1.6552 -2.3955 -1.0008 -0.05
C -0.1413 -2.7122 -2.9091 -0.06
H 1.9250 0.7830 -4.3244 0.09
H 1.8965 1.2131 -2.6068 0.07
H 0.9671 2.1703 -3.7835 0.09
H -0.0323 -0.4989 -5.2749 0.10
H -0.9966 0.9529 -4.9454 0.10
H -1.4983 -0.6086 -4.2832 0.09
H -4.4980 1.3745 -1.5636 0.08
H -5.4887 1.6132 -0.1097 0.10
H -5.4126 0.0281 -0.8953 0.10
H -3.0873 -0.6202 1.8492 0.06
H -4.6321 -1.0895 1.1258 0.10
H -4.5355 0.3666 2.1267 0.10
H -2.9933 3.0623 1.4869 0.08
H -3.9989 3.7881 0.2187 0.10
H -2.4344 4.5058 0.6313 0.10
H -1.6227 2.6905 -2.4749 0.07
H -1.6984 4.2899 -1.7265 0.10
H -3.1881 3.4900 -2.2437 0.10
H -2.4871 -2.8854 -1.5089 0.11
H -2.0667 -1.6600 -0.3125 0.06
H -1.1025 -3.1399 -0.4242 0.09
H 0.6548 -2.2300 -3.4689 0.08
H -0.8858 -3.1075 -3.6026 0.10
H 0.2941 -3.5371 -2.3500 0.08
N 3.6692 -3.5216 -4.8921 0.13
C 3.3918 -3.3450 -3.5625 -0.31
C 3.0105 -4.4300 -2.7615 -0.01
C 2.6973 -4.2458 -1.4310 -0.05
C 2.7494 -2.9687 -0.8799 -0.31
C 3.1397 -1.8799 -1.6569 -0.06
C 3.4449 -2.0635 -2.9879 -0.03
S 2.5256 -2.7853 0.8374 0.64
O 3.5795 -1.9460 1.3416 -0.28
O 2.2946 -4.0796 1.4098 -0.31
N 1.1188 -1.9197 1.0530 -0.20
C 0.3225 -2.2745 2.1107 -0.72
S -0.2075 -3.7841 2.7210 1.15
C -1.2738 -2.9360 3.7982 -0.34
C -1.1486 -1.6054 3.6607 -0.21
N -0.2144 -1.2214 2.7149 -0.06
H 3.8434 -4.4592 -5.2144 0.11
H 4.2098 -2.8140 -5.3604 0.10
H 2.9867 -5.4244 -3.1895 0.13
H 2.4369 -5.0862 -0.8019 0.12
H 3.2236 -0.9023 -1.2052 0.09
H 3.7678 -1.2232 -3.5913 0.12
H -1.8804 -3.4745 4.5070 0.08
H -1.6710 -0.8641 4.2416 0.10
```

=====

This record from the Open Molecules 2025 dataset describes C27H47As3Cl2GeO2PdSi2 as an isolated structure. The level of theory is ωB97M-V/def2-TZVPD.

- E_HOMO (spin up / spin down) (eV) = -6.8 / -7.6
- frontier orbital gap (spin up / spin down) (eV) = 7.040 / 6.205
- 2S+1 = 5
- <S²> = 6.02

Geometry as XYZ:
```
85
Properties=species:S:1:pos:R:3:nbo_charge:R:1
Pd 0.3789 0.5931 0.1148 0.69
Cl 4.5577 1.8061 5.9223 -0.01
C 3.3533 1.2538 4.7967 -0.11
C 2.0831 0.9021 5.2743 -0.19
C 1.1279 0.4739 4.3945 -0.14
Cl -0.4496 0.0581 4.9767 0.00
C 1.3613 0.3333 2.9875 0.48
O 0.4243 -0.0730 2.2273 -0.76
C 2.6853 0.6783 2.5514 -0.32
C 3.1256 0.4885 1.2006 0.44
O 2.5369 -0.0796 0.2741 -0.64
C 3.6437 1.1544 3.4671 -0.15
H 1.8619 0.9737 6.3301 0.24
H 4.1422 0.8707 1.0003 0.13
H 4.6322 1.4139 3.1072 0.22
C 1.3072 1.8908 -3.3166 -0.94
As 0.1515 0.6900 -2.2996 1.03
C 0.0140 -0.7754 -3.6121 -0.94
C -1.5945 1.5479 -2.5656 -0.35
C -1.9390 1.9698 -3.8483 -0.20
C -3.1638 2.5642 -4.1038 -0.20
C -4.0675 2.7380 -3.0664 -0.22
C -3.7338 2.3255 -1.7862 -0.16
C -2.5042 1.7294 -1.5191 -0.35
As -2.0446 1.1236 0.2910 1.02
C -3.4202 1.9539 1.4264 -0.94
C -2.9047 -0.6301 0.1796 -0.95
H 1.1232 1.8177 -4.3871 0.22
H 2.3434 1.6239 -3.1122 0.24
H 1.1361 2.9078 -2.9693 0.25
H -0.2656 -0.3849 -4.5889 0.22
H -0.7192 -1.5089 -3.2836 0.23
H 0.9876 -1.2616 -3.6764 0.24
H -1.2270 1.8405 -4.6554 0.21
H -3.4089 2.8893 -5.1067 0.22
H -5.0291 3.1984 -3.2536 0.22
H -4.4452 2.4697 -0.9813 0.20
H -4.3860 1.4905 1.2332 0.22
H -3.4791 3.0284 1.2775 0.24
H -3.1331 1.7595 2.4596 0.25
H -3.9725 -0.5171 -0.0090 0.22
H -2.7468 -1.1688 1.1151 0.24
H -2.4537 -1.2023 -0.6255 0.23
C 1.8407 5.5644 1.1892 -1.07
Ge 0.6352 4.4364 0.0899 1.54
C 0.3876 5.3766 -1.6501 -1.08
C -1.1623 4.4418 0.9009 -1.09
C 1.2798 2.6488 -0.1216 -0.89
H 1.4895 6.5970 1.1629 0.22
H 2.8585 5.5352 0.7991 0.23
H 1.8577 5.2250 2.2248 0.23
H 0.0970 6.4115 -1.4629 0.23
H -0.4046 4.8944 -2.2265 0.22
H 1.3028 5.3813 -2.2440 0.22
H -1.4498 5.4461 1.2145 0.23
H -1.1981 3.7801 1.7675 0.23
H -1.8848 4.0961 0.1587 0.21
H 2.3283 2.5353 -0.4095 0.14
C -2.5302 -3.4869 -1.8280 -1.11
Si -0.9171 -4.1068 -1.0249 1.30
C 0.0605 -4.8967 -2.4469 -1.11
C -1.4757 -5.4802 0.1588 -1.11
As 0.2461 -2.3359 0.0595 -0.19
Si 1.6901 -3.7124 1.3434 1.34
C 2.2048 -5.2708 0.3844 -1.11
C 0.7071 -4.2291 2.8776 -1.11
C 3.3227 -2.9720 1.9320 -1.11
H -2.8815 -4.2151 -2.5621 0.24
H -2.4134 -2.5344 -2.3495 0.22
H -3.3160 -3.3611 -1.0802 0.24
H -0.5199 -5.7130 -2.8825 0.24
H 1.0124 -5.3051 -2.1072 0.24
H 0.2709 -4.1727 -3.2372 0.23
H -2.1899 -6.1427 -0.3346 0.24
H -1.9635 -5.0544 1.0385 0.24
H -0.6360 -6.0864 0.5027 0.23
H 1.3589 -5.9314 0.1887 0.23
H 2.9414 -5.8339 0.9616 0.24
H 2.6629 -5.0110 -0.5723 0.23
H -0.1922 -4.7814 2.5996 0.23
H 0.3988 -3.3435 3.4392 0.25
H 1.3050 -4.8605 3.5383 0.24
H 3.8640 -2.4969 1.1137 0.24
H 3.9562 -3.7624 2.3395 0.24
H 3.1668 -2.2302 2.7147 0.24
```

=====

This record from the Open Molecules 2025 dataset describes C27H47BrNO4PtS3Si3 as an isolated structure at a distorted geometry. The level of theory is ωB97M-V/def2-TZVPD.

- E_HOMO (spin up / spin down) (eV) = -4.2 / -4.2
- frontier orbital gap (spin up / spin down) (eV) = 5.895 / 5.892
- total charge = -1

Geometry as XYZ:
```
87
Properties=species:S:1:pos:R:3:lowdin_charge:R:1
Pt 0.7204 0.0495 2.6657 0.54
O 2.6334 -1.5301 4.1806 -0.28
N 3.6056 -0.7858 3.5767 -0.10
C 4.3528 0.0933 4.3431 -0.02
C 5.2250 0.9576 3.7609 -0.06
C 5.3365 1.0336 2.3643 -0.02
C 4.4323 0.2748 1.6003 -0.09
C 3.5362 -0.5659 2.1968 -0.67
S 2.3600 -1.4733 1.2822 0.64
H 4.1985 0.0171 5.4048 0.13
H 5.8230 1.6014 4.3899 0.11
H 6.0326 1.7030 1.8867 0.11
H 4.4007 0.3719 0.5260 0.11
C -2.4735 0.6468 1.4906 -0.21
Si -1.3071 -0.8312 1.9451 0.48
C -1.6224 -2.2610 0.6737 -0.21
C -1.9185 -1.6048 3.5877 -0.30
C -3.2465 -1.9946 3.7178 -0.12
C -3.7138 -2.5827 4.8757 -0.11
C -2.8365 -2.7762 5.9282 -0.10
C -1.5146 -2.3868 5.8075 -0.14
C -1.0329 -1.8063 4.6407 -0.26
Si 0.9675 -1.4655 4.7079 0.45
C 1.3077 -3.3058 5.2574 -0.15
C 0.9665 -0.2301 6.1898 -0.15
H -3.5106 0.3583 1.3456 0.02
H -2.1228 1.1437 0.5921 -0.02
H -2.4341 1.3781 2.2932 0.02
H -2.6188 -2.1755 0.2522 0.02
H -1.5473 -3.2209 1.1713 0.02
H -0.9083 -2.2562 -0.1365 -0.05
H -3.9155 -1.8425 2.8839 0.09
H -4.7469 -2.8926 4.9585 0.09
H -3.1752 -3.2418 6.8444 0.09
H -0.8513 -2.5528 6.6409 0.08
H 1.0182 -3.4784 6.2852 0.01
H 2.3568 -3.5596 5.1639 0.01
H 0.7436 -3.9894 4.6323 0.03
H 0.3103 -0.5660 6.9852 0.02
H 0.6112 0.7398 5.8522 0.00
H 1.9599 -0.0865 6.6015 0.01
C 1.1435 2.9429 -2.7832 -0.12
C 0.9051 2.0335 -3.9929 -0.63
C 2.2623 1.4209 -4.3474 -0.11
C 0.4381 2.8948 -5.1676 -0.09
Si -0.3798 0.6324 -3.5517 0.53
Br 0.3898 -0.1967 -1.5791 0.54
C -2.2015 1.2774 -3.2455 -0.62
C -2.1806 2.6030 -2.4783 -0.10
C -2.9539 1.4963 -4.5634 -0.09
C -2.9968 0.2954 -2.3789 -0.11
C -0.3090 -0.9308 -4.7374 -0.63
C -0.3775 -0.5402 -6.2158 -0.10
C -1.4653 -1.8903 -4.4393 -0.11
C 0.9680 -1.7487 -4.5196 -0.13
H 1.9577 3.6322 -3.0027 0.09
H 1.4195 2.3788 -1.8972 0.03
H 0.2709 3.5367 -2.5394 0.06
H 2.9994 2.2125 -4.4783 0.08
H 2.2224 0.8551 -5.2745 0.06
H 2.6103 0.7723 -3.5480 0.07
H 1.2004 3.6340 -5.4098 0.08
H -0.4750 3.4291 -4.9215 0.06
H 0.2557 2.2951 -6.0554 0.06
H -1.7698 3.4088 -3.0808 0.06
H -1.6033 2.5150 -1.5612 0.07
H -3.1978 2.8859 -2.2065 0.09
H -2.4157 2.1738 -5.2225 0.07
H -3.9337 1.9307 -4.3637 0.08
H -3.1094 0.5583 -5.0910 0.06
H -2.4887 0.1087 -1.4379 0.03
H -3.1589 -0.6558 -2.8726 0.06
H -3.9736 0.7221 -2.1524 0.09
H -1.2629 0.0516 -6.4328 0.07
H -0.4141 -1.4406 -6.8304 0.08
H 0.5000 0.0293 -6.5124 0.06
H -2.4266 -1.4640 -4.7114 0.06
H -1.4752 -2.1586 -3.3861 0.07
H -1.3369 -2.8058 -5.0182 0.08
H 1.8665 -1.1789 -4.7217 0.06
H 0.9590 -2.6107 -5.1872 0.08
H 1.0228 -2.1153 -3.4994 0.04
O 1.3030 3.8775 3.5906 -0.39
S 1.0432 2.4746 3.3946 0.00
O 2.1511 1.5914 3.7617 -0.47
O -0.2356 2.0165 3.9462 -0.43
S 0.8509 2.1434 1.3564 0.22
```

=====

This record from the Open Molecules 2025 dataset describes C27H47F5NO8P3SSeZn as an isolated structure at a distorted geometry. The level of theory is ωB97M-V/def2-TZVPD.

- E_HOMO (eV) = -6.3
- frontier orbital gap (eV) = 6.200

Geometry as XYZ:
```
94
Properties=species:S:1:pos:R:3:nbo_charge:R:1
Zn 1.2176 -0.4552 -0.5652 1.62
C 2.2274 3.9734 0.5126 -0.64
C 0.8003 4.2813 0.1011 0.10
C 0.3744 5.7099 0.4100 -0.62
O -0.1072 3.3989 0.8038 -0.84
P -0.5106 2.0623 0.0345 2.47
O 0.5470 1.5477 -0.8264 -1.15
C -1.1612 1.0222 1.3786 -1.25
P 0.3449 0.5592 2.3081 2.47
O 1.5267 0.2953 1.4907 -1.14
O 0.6503 1.8009 3.2673 -0.82
C -0.3138 2.2853 4.2140 0.11
C 0.1826 2.0883 5.6438 -0.63
C -0.5652 3.7592 3.9209 -0.64
O -0.1660 -0.5996 3.2842 -0.84
C 0.7549 -1.4919 3.9524 0.11
C 2.0177 -0.8069 4.4526 -0.66
C 1.1281 -2.6492 3.0435 -0.62
O -1.7455 2.4491 -0.9041 -0.83
C -2.8525 3.2415 -0.4708 0.10
C -4.0909 2.3612 -0.3604 -0.62
C -3.0171 4.3654 -1.4882 -0.62
H 2.9150 4.5816 -0.0686 0.22
H 2.4490 2.9244 0.3299 0.26
H 2.3662 4.1760 1.5701 0.21
H 0.6937 4.0873 -0.9733 0.19
H 0.5221 5.9302 1.4642 0.21
H -0.6774 5.8506 0.1654 0.21
H 0.9661 6.4010 -0.1832 0.22
H -1.6183 0.1394 0.9429 0.31
H -1.8814 1.5696 1.9846 0.28
H -1.2474 1.7160 4.0973 0.17
H 1.2077 2.4373 5.7375 0.22
H 0.1351 1.0408 5.9267 0.21
H -0.4473 2.6515 6.3288 0.22
H 0.3239 4.3399 4.1527 0.22
H -1.4006 4.1272 4.5119 0.21
H -0.7867 3.8860 2.8668 0.23
H 0.1590 -1.8527 4.8034 0.18
H 2.5864 -0.4252 3.6069 0.24
H 2.6189 -1.5353 4.9908 0.23
H 1.7998 0.0125 5.1277 0.21
H 1.6797 -2.2805 2.1813 0.24
H 0.2400 -3.1544 2.6808 0.20
H 1.7369 -3.3609 3.5958 0.22
H -2.6137 3.6680 0.5126 0.18
H -4.2776 1.8568 -1.3052 0.22
H -4.9526 2.9729 -0.1051 0.22
H -3.9485 1.6065 0.4100 0.20
H -3.2513 3.9385 -2.4596 0.22
H -2.0822 4.9167 -1.5687 0.22
H -3.8083 5.0514 -1.1956 0.22
C -1.5701 1.0981 -3.9245 -1.00
P -0.3522 -0.1916 -3.4761 1.97
C 1.2785 0.4748 -3.9288 -1.02
C -0.6892 -1.5935 -4.5896 -1.01
O -0.4876 -0.5751 -2.0455 -1.20
H -1.4831 1.3864 -4.9674 0.24
H -1.4036 1.9569 -3.2800 0.25
H -2.5670 0.7034 -3.7380 0.24
H 1.3036 0.7857 -4.9689 0.24
H 2.0348 -0.2896 -3.7559 0.28
H 1.4923 1.3224 -3.2813 0.27
H -0.4920 -1.3257 -5.6236 0.24
H -1.7294 -1.8912 -4.4753 0.24
H -0.0574 -2.4277 -4.2951 0.28
O -0.2013 -1.6451 0.4921 -1.10
S -1.3627 -2.4054 -0.0671 1.28
C -2.5229 -2.5108 1.3972 -0.59
C -2.9879 -3.9512 1.4758 -0.41
C -1.7275 -4.7856 1.2825 -0.42
C -1.0506 -4.2223 0.0491 -0.60
H -3.3424 -1.8062 1.2754 0.22
H -1.9246 -2.2310 2.2619 0.24
H -3.6909 -4.1534 0.6662 0.21
H -3.4887 -4.1698 2.4209 0.22
H -1.9488 -5.8456 1.1517 0.23
H -1.0745 -4.6905 2.1527 0.20
H -1.4813 -4.6226 -0.8671 0.24
H 0.0217 -4.3937 0.0209 0.30
F 4.6376 -5.8232 -6.0884 -0.30
C 3.9258 -5.2186 -5.1204 0.25
C 2.5663 -5.4802 -4.9750 0.24
F 1.9539 -6.3385 -5.8118 -0.30
C 1.8459 -4.8563 -3.9748 0.35
F 0.5332 -5.1371 -3.8560 -0.32
C 2.4263 -3.9428 -3.0868 -0.33
Se 1.4145 -3.1522 -1.7107 -0.50
C 3.7926 -3.6980 -3.2585 0.36
F 4.4031 -2.8436 -2.4309 -0.30
C 4.5336 -4.3154 -4.2521 0.25
F 5.8424 -4.0464 -4.3834 -0.30
N 3.9862 0.3895 -1.5802 -0.49
C 2.9954 -0.0086 -1.1650 -0.33
```

=====

This record from the Open Molecules 2025 dataset describes C27H47MoNO2P2 as an isolated structure at a distorted geometry. The level of theory is ωB97M-V/def2-TZVPD.

- E_HOMO (spin up / spin down) (eV) = -5.2 / -5.8
- frontier orbital gap (spin up / spin down) (eV) = 4.974 / 5.542
- 2S+1 = 3
- <S²> = 2.29

Geometry as XYZ:
```
80
Properties=species:S:1:pos:R:3:lowdin_charge:R:1
Mo -0.0757 0.2539 -0.5129 0.81
P 2.2531 -0.0994 -1.2975 0.64
P -2.3211 0.7454 0.5590 0.70
N -0.7511 -0.3945 -1.8541 -0.33
H 1.4863 -0.5133 1.6295 0.14
C 2.7114 -1.8640 -1.4203 -0.27
H 3.7835 -1.9452 -1.6598 0.05
H 2.1219 -2.3257 -2.2259 0.05
H 2.4992 -2.3977 -0.4895 0.00
C 3.6665 0.7463 -0.5467 -0.27
H 4.6044 0.3092 -0.9283 0.05
H 3.5949 0.6564 0.5451 0.01
H 3.6178 1.8089 -0.8165 0.05
C 2.2661 0.4232 -3.0484 -0.28
H 3.2997 0.3641 -3.4252 0.05
H 1.8985 1.4490 -3.1340 0.04
H 1.6237 -0.2433 -3.6434 0.04
C -2.8071 -0.9088 1.1691 -0.28
H -3.8501 -0.8553 1.5194 0.05
H -2.1539 -1.1771 2.0150 0.01
H -2.7249 -1.6578 0.3716 0.03
C -2.7799 1.9013 1.8789 -0.28
H -3.8683 2.0409 1.8736 0.05
H -2.2746 2.8558 1.7079 0.04
H -2.4553 1.4667 2.8379 0.02
C -3.5104 1.1028 -0.7758 -0.28
H -4.4818 1.3334 -0.3176 0.04
H -3.5994 0.2379 -1.4471 0.04
H -3.1548 1.9677 -1.3468 0.03
C -1.2663 -0.2066 -3.1215 -0.41
C -2.3037 -1.0642 -5.0724 -0.09
C -1.7325 -1.3108 -3.8353 -0.04
C -1.3115 1.1203 -3.5731 -0.07
C -1.9040 1.3426 -4.8151 -0.09
C -2.3888 0.2543 -5.5539 -0.09
H -2.6791 -1.9037 -5.6539 0.10
H -1.6354 -2.3028 -3.3829 0.11
H -0.9062 1.9334 -2.9432 0.10
H -1.9723 2.3686 -5.1858 0.10
H -2.8399 0.4428 -6.5275 0.10
C 2.2940 -0.4884 2.8613 -0.48
O 2.1120 0.4486 2.1199 0.05
C 2.2748 -2.0545 2.2505 0.01
H 2.7333 -2.6677 2.9566 0.05
H 2.8643 -2.0592 1.3252 0.06
H 1.2586 -2.3916 2.0655 0.07
C 2.7253 -0.4172 4.1261 0.00
H 2.0781 -0.9456 4.8657 0.12
H 2.7895 0.6558 4.4471 0.14
H 3.7460 -0.8548 4.1811 0.14
C 0.3452 2.7028 3.4533 -0.08
C 0.0149 2.6223 4.9363 -0.38
C -1.2383 3.4522 5.2368 -0.07
C -0.0785 1.2302 5.5448 -0.16
C 0.0861 1.0818 6.9095 -0.09
C 0.0500 -0.1658 7.5246 -0.13
C -0.1055 -1.3326 6.7731 -0.08
C -0.2811 -1.2613 5.4050 -0.18
C -0.4192 -2.4904 4.5243 -0.40
C 0.5042 -3.6307 4.9560 -0.09
C -1.8662 -2.9800 4.4568 -0.06
C -0.4966 0.0549 4.7927 -0.36
O -1.0716 0.1465 3.6769 -0.11
H -0.4756 2.3036 2.8582 0.03
H 1.2531 2.1446 3.2054 0.05
H 0.5111 3.7530 3.1785 0.08
H 0.8486 3.1101 5.4743 0.13
H -2.1171 3.0060 4.7539 0.08
H -1.4106 3.4987 6.3144 0.07
H -1.1158 4.4740 4.8572 0.07
H 0.2599 1.9803 7.5057 0.11
H 0.1675 -0.2323 8.6113 0.09
H -0.0851 -2.3066 7.2665 0.10
H -0.1231 -2.1788 3.5131 0.09
H 0.1682 -4.0545 5.9149 0.08
H 0.4947 -4.4277 4.2042 0.08
H 1.5411 -3.2882 5.0746 0.07
H -2.5283 -2.1665 4.1469 0.07
H -1.9540 -3.8076 3.7425 0.08
H -2.1846 -3.3382 5.4455 0.08
```